No. 1
The following is a DFT calculation (ωB97M-V/def2-TZVPD) of C23H23AsPV as an isolated structure at a distorted geometry.

## Properties
- Energy: -120034.5164 eV
- M: 456.28 g/mol
- 2S+1: 3
- Expectation value of S²: 2.46
- Orbital gap (spin up / spin down): 6.3 / 5.4 eV
- Max |F|: 2.43 eV/A

Each line ends with the Mulliken spin population.
Element x y z (Å)
C -3.898 -1.185 0.365  -0.0069
H 2.540 -0.252 -1.379  -0.0421
C 3.035 -0.491 2.446  -0.0024
C -1.285 -1.597 1.257  0.0121
C 1.813 -0.041 1.934  -0.0228
C 1.160 -0.495 -4.196  0.0372
As -0.113 0.646 -0.188  -0.0087
H 5.013 -1.202 1.973  0.0001
C -0.240 -0.849 -4.384  -0.1095
C 2.665 -0.298 -0.314  0.0257
C -0.173 1.042 -3.092  -0.0598
C -1.489 3.079 3.048  0.0000
P 0.098 -3.153 -1.805  -0.0882
H 1.168 -4.012 -2.216  0.0216
C -0.583 4.142 3.030  0.0006
H -3.102 0.499 -0.718  0.0105
C -1.061 0.156 -3.782  0.1242
H -0.674 4.942 3.753  0.0002
H 2.095 1.199 -3.066  -0.0073
H -2.280 3.056 3.787  -0.0003
H 1.352 3.169 0.412  0.0010
C -2.877 -0.321 -0.048  0.0752
H -0.277 -1.776 1.605  0.0056
C 1.621 0.067 0.546  -0.0116
V 0.151 -0.975 -2.189  2.0707
C 0.439 4.171 2.078  0.0004
C 0.555 3.137 1.144  -0.0012
H -4.911 -1.032 0.017  0.0004
C -2.305 -2.457 1.670  -0.0213
C -3.612 -2.252 1.225  0.0133
C -0.348 2.066 1.154  -0.0063
H 1.019 0.217 2.621  0.0000
H -0.599 -1.687 -4.986  -0.0072
H 4.681 -1.037 -0.477  0.0022
H 3.177 -0.572 3.516  -0.0009
C 1.201 0.671 -3.400  0.0371
H -0.471 1.922 -2.519  0.0140
C -1.566 -0.522 0.401  -0.0446
H 0.006 -3.640 -0.467  -0.0021
H -0.938 -3.980 -2.347  -0.0499
H -2.079 -3.284 2.332  -0.0016
H -4.401 -2.921 1.543  0.0009
C 3.884 -0.751 0.198  0.0267
C -1.375 2.044 2.116  0.0019
H 2.016 -1.040 -4.596  0.0056
H -2.149 0.212 -3.806  0.0061
H -2.092 1.239 2.162  -0.0014
H 1.141 4.994 2.064  0.0000
C 4.070 -0.847 1.578  0.0028

Forces on atoms 1 to 2 (eV/Å):
0.6 -0.1 0.2
-0.1 0.1 -0.4

***

No. 2
The following is a DFT calculation (ωB97M-V/def2-TZVPD) of C23H23BN6O4S2Y as an isolated structure.

## Properties
- Energy: -64744.1976 eV
- M: 611.33 g/mol
- Charge: +1
- ΔE to the lowest compared entry with this formula, charge and spin: 80.7 kJ/mol
- Orbital gap: 5.5 eV
- Max |F|: 0.53 eV/A

Each line ends with the Löwdin charge.
Element x y z (Å)
C 0.657 -0.452 -4.987  -0.0249
H -0.696 -2.979 3.667  0.1568
H -2.403 5.140 1.362  0.1286
S -0.936 0.600 2.228  0.6466
C 4.513 -0.807 1.951  0.0415
C 3.463 -0.629 1.065  -0.1489
C 0.982 1.061 -3.113  -0.3436
H -4.771 -1.455 2.732  0.1247
C -0.159 3.691 2.218  -0.0283
H 2.718 -2.370 4.370  0.1366
C 0.578 -2.194 2.535  -0.5015
H -3.706 -3.803 1.737  0.1251
C 4.241 -1.408 3.175  0.0116
C 2.286 1.284 -3.575  -0.0636
C 1.964 -0.234 -5.410  -0.2419
N 2.223 -1.003 1.358  0.1084
C -4.123 -1.632 1.893  -0.0424
H 5.524 -0.501 1.716  0.1269
H -0.848 0.019 -3.556  0.0623
N -1.484 3.252 1.827  -0.1215
O -0.097 -2.242 1.530  0.0125
N -3.710 -0.598 1.085  -0.0183
N -3.179 1.961 1.375  0.0063
H 0.017 -1.118 -5.550  0.1212
H 5.401 0.248 -0.280  0.1291
C 0.178 0.189 -3.857  -0.0626
H -4.897 1.124 0.231  0.0828
C 2.775 0.652 -4.699  -0.0250
B -4.281 0.840 1.223  -0.4186
H -4.954 0.847 2.221  0.0824
H -2.553 -4.359 -0.416  0.1001
C -3.557 3.263 1.138  -0.0388
O 0.217 -2.650 3.717  0.1754
H 5.035 -1.555 3.894  0.1303
H 3.784 0.842 -5.041  0.1205
H 0.139 3.193 3.138  0.0801
H -2.220 -3.060 -1.576  0.0809
S -2.174 -0.234 -1.160  0.6632
C -2.126 -3.367 -0.539  -0.0252
H -1.070 -3.393 -0.261  0.0715
H 2.925 1.974 -3.037  0.1114
C 1.977 -1.634 2.494  -0.1570
H -4.546 3.498 0.787  0.1307
C -1.917 1.970 1.794  -0.6758
N -2.860 -2.441 0.304  -0.1193
C 2.476 -0.915 -6.566  -0.1902
O 4.657 0.265 -0.897  0.2081
C -2.512 4.072 1.417  -0.0217
C 0.486 1.690 -1.857  -0.2812
Y 0.247 0.048 -0.130  1.2370
C -3.603 -2.783 1.413  -0.0361
H -0.185 4.765 2.378  0.0978
H 1.128 2.535 -1.578  0.0406
C 3.529 -0.149 -0.364  -0.4093
N 2.889 -1.458 -7.491  0.1537
C -2.966 -1.113 0.104  -0.7089
C 2.956 -1.852 3.452  0.0593
H 0.570 3.469 1.437  0.0830
O 2.519 -0.195 -1.029  0.0216
H -0.523 2.092 -1.999  0.0359

Forces on atoms 1 to 2 (eV/Å):
0.0 0.0 0.0
0.0 0.0 0.0

***

No. 3
The following is a DFT calculation (ωB97M-V/def2-TZVPD) of a 2-piece molecular cluster, C23H23Cl2 overall at a distorted geometry.

## Properties
- Energy: -49260.1571 eV
- M: 370.34 g/mol
- Charge: +1
- Orbital gap: 3.9 eV
- Max |F|: 2.35 eV/A

Each line ends with the Löwdin charge.
Element x y z (Å)
H -2.108 1.769 -5.182  0.1136
H -1.886 0.144 0.944  0.0959
C 0.282 4.949 -2.908  0.0528
C -4.887 -2.352 1.963  -0.0954
H 0.069 4.381 -4.966  0.1773
H -1.503 2.689 0.898  0.0930
Cl 4.655 1.159 1.670  0.6920
C 0.742 1.010 0.924  -0.0579
H -0.985 0.846 -4.146  0.1158
C 0.128 3.900 -3.974  -0.0870
H -4.491 -3.369 1.986  0.1096
H 1.241 5.485 -2.831  0.1479
C -1.967 4.489 -2.182  0.0957
H -6.322 1.269 1.738  0.1134
H 0.698 3.474 3.281  0.1136
C -0.756 5.240 -2.066  -0.2347
C -2.243 0.982 1.548  -0.0917
H -0.586 7.226 -0.963  0.0997
C 2.969 1.459 1.740  -0.6930
C -1.130 1.788 -4.685  -0.0140
C -5.927 0.253 1.836  -0.0348
H -4.013 2.172 1.749  0.1246
H -2.823 2.572 -2.578  0.1442
C 0.198 1.922 1.825  -0.2143
C -0.551 6.125 -0.841  -0.0248
C -6.266 -2.121 2.099  -0.6827
H 2.518 0.012 0.196  0.1027
H 0.069 0.491 0.232  0.1046
H -2.757 4.753 -1.486  0.1369
H 3.155 3.012 3.217  0.1071
C -1.015 2.943 -3.776  -0.1782
C -1.992 3.245 -2.842  0.0103
C 1.075 2.691 2.619  -0.0303
H -1.681 2.739 2.658  0.1321
H -7.872 -0.675 2.082  0.1094
C 2.462 2.457 2.589  -0.0917
C 2.114 0.748 0.882  -0.0981
Cl -7.307 -3.452 2.379  0.6944
H -2.962 -1.433 1.667  0.1045
C -3.596 1.148 1.712  -0.0724
H -1.299 5.894 -0.067  0.0843
H -0.364 1.843 -5.459  0.0959
C -4.523 0.062 1.749  -0.2421
C -1.323 2.131 1.797  -0.1595
H 1.062 3.318 -4.025  0.1614
H 0.445 5.866 -0.442  0.0961
C -6.791 -0.815 2.022  -0.0980
C -4.033 -1.271 1.780  -0.0282

Forces on atoms 1 to 2 (eV/Å):
0.1 -0.1 0.3
0.1 -0.2 1.0

***

No. 4
The following is a DFT calculation (ωB97M-V/def2-TZVPD) of a single C23H23ClN2O3 molecule.

## Properties
- Energy: -45870.9383 eV
- M: 410.90 g/mol
- ΔE to the lowest compared entry with this formula, charge and spin: 0.0 kJ/mol
- Orbital gap: 7.7 eV
- SMILES string: CCOC(=O)C1CCN(c2c(-c3ccccc3)c3cc(Cl)ccc3[nH]c2=O)CC1
- Max |F|: 0.89 eV/A

Each line ends with the Löwdin charge.
Element x y z (Å)
C -4.008 1.237 -0.265  -0.1981
H 1.408 4.687 1.609  0.1044
H 2.263 -4.057 0.689  0.1145
H -1.507 2.886 0.048  0.1288
C 1.590 -2.031 0.525  -0.1825
C 4.191 -1.419 -0.139  -0.6683
C -1.562 1.894 -0.421  -0.1381
O -5.084 -0.804 0.371  0.1219
O -1.816 -1.827 1.386  0.0520
H 3.560 0.606 -0.289  0.1058
C 2.070 4.342 -0.397  -0.0836
C -2.425 0.953 1.650  -0.1304
C -4.226 -0.274 -0.286  -0.4748
O -3.401 -0.921 -1.103  -0.0121
Cl 5.834 -1.036 -0.525  0.6687
C 2.547 -3.041 0.460  -0.0138
C -0.406 -0.026 0.632  -0.0684
H -1.993 1.516 2.493  0.1255
H -3.165 2.711 -1.600  0.1175
H -4.529 1.345 1.828  0.1216
C -3.705 1.644 1.180  -0.1174
N 0.307 -2.304 0.917  0.1730
H -0.741 1.815 -1.129  0.1183
H 2.378 5.365 -0.556  0.1015
C -3.516 -2.345 -1.138  -0.2182
H -5.625 -2.458 -1.538  0.0729
H -4.967 1.673 -0.563  0.1531
C 1.280 1.702 0.015  -0.2233
C 3.257 -0.410 -0.095  -0.0419
H -4.707 -3.881 -2.044  0.0766
C -0.726 -1.412 1.020  -0.3625
H 1.941 1.368 -1.996  0.1275
C -2.891 1.741 -1.184  -0.1042
H -4.618 -2.389 -2.993  0.0773
N -1.448 0.866 0.580  -0.0667
C 1.130 2.651 1.022  -0.0268
C -4.695 -2.797 -1.987  -0.0596
C 1.524 3.961 0.817  -0.0722
C 3.849 -2.744 0.121  -0.1039
C 0.888 0.299 0.273  -0.0512
H -2.659 -0.054 1.995  0.1112
C 1.918 -0.697 0.213  -0.0912
C 1.833 2.095 -1.202  -0.0584
H 0.714 2.351 1.973  0.1231
H -2.759 1.043 -2.010  0.1121
C 2.221 3.406 -1.406  -0.0714
H -3.606 2.729 1.229  0.1175
H -2.570 -2.688 -1.562  0.1241
H 2.645 3.698 -2.356  0.1050
H -3.616 -2.707 -0.111  0.1143
H 0.066 -3.263 1.143  0.1666
H 4.598 -3.517 0.073  0.1042

Forces on atoms 1 to 2 (eV/Å):
0.0 -0.1 0.0
0.0 0.1 0.1

***

No. 5
The following is a DFT calculation (ωB97M-V/def2-TZVPD) of C23H23CoF2OPS as an isolated structure.

## Properties
- Energy: -89455.2503 eV
- M: 475.41 g/mol
- 2S+1: 2
- Expectation value of S²: 0.78
- ΔE to the lowest compared entry with this formula, charge and spin: 13.1 kJ/mol
- Orbital gap (spin up / spin down): 7.7 / 7.8 eV
- Max |F|: 0.63 eV/A

Each line ends with the Mulliken spin population.
Element x y z (Å)
H 2.029 -0.238 -3.869  0.0001
H -3.332 1.819 4.954  0.0000
C -1.110 -0.957 3.455  -0.0022
C 4.199 1.974 -2.644  0.0002
O 0.516 1.125 -2.329  0.0151
H 2.443 -3.057 -0.372  -0.0001
C -3.751 -2.327 -1.707  0.0049
H 4.759 1.551 -1.806  0.0000
C 1.629 0.194 1.529  -0.0001
H -1.194 -1.863 5.394  -0.0002
H 4.784 2.803 -3.041  0.0000
C 3.922 0.896 -3.695  -0.0005
C 2.930 -0.280 1.502  0.0012
H 3.593 1.367 -4.622  0.0000
H 1.404 1.115 2.058  -0.0003
H 3.171 -0.919 -2.699  -0.0001
C -1.511 0.112 2.654  0.0254
C -2.733 -2.079 0.452  0.0029
C 2.219 -2.141 0.161  -0.0004
C -2.131 -0.910 -0.010  -0.0938
S 1.927 0.912 -1.821  0.0053
C 2.830 2.440 -2.177  0.0008
P -1.072 0.241 0.879  -0.0197
C 3.231 -1.448 0.809  0.0015
C -2.711 1.037 4.534  0.0010
C -3.550 -2.791 -0.410  -0.0056
H -4.040 -3.698 -0.076  -0.0006
C -3.157 -1.152 -2.151  -0.0408
H 0.121 -2.214 -0.305  -0.0007
H 4.813 0.313 -3.922  0.0000
C 0.604 -0.498 0.885  0.0048
H 3.713 0.263 2.018  0.0000
H 2.832 3.064 -1.286  -0.0001
F -3.825 2.373 -2.211  -0.0010
H -2.619 1.945 2.591  0.0009
H 4.247 -1.821 0.787  0.0001
F -1.961 3.521 -1.754  -0.0080
H -3.355 -0.810 -3.161  0.0093
H 2.268 2.933 -2.972  -0.0007
H -4.398 -2.885 -2.376  -0.0001
H -0.474 -1.730 3.039  0.0007
C -2.309 1.109 3.208  0.0070
Co -1.361 1.229 -1.479  1.1917
C -1.509 -1.029 4.780  0.0011
C 2.804 0.005 -3.143  0.0006
H -3.182 2.699 -0.365  -0.0072
C -2.337 -0.402 -1.303  -0.0099
H -2.577 -2.418 1.471  -0.0001
H -2.620 -0.089 6.357  0.0000
C 0.909 -1.673 0.205  -0.0031
C -2.311 -0.032 5.321  0.0001
C -2.765 2.419 -1.339  -0.0789

Forces on atoms 1 to 2 (eV/Å):
0.0 0.0 0.0
0.0 0.0 0.0

***

energy of number 3 (C23H23Cl2)? -49260.1571 eV

***

Which of these has the highest M? C23H23BN6O4S2Y

***

The lowest M belongs to which entry? C23H23Cl2

***

Which value of energy does entry 1 give? -120034.5164 eV